No. 1
# C46H50N8O4PS3TeTi

A molecular structure, C46H50N8O4PS3TeTi in a non-equilibrium geometry (wB97M-V/def2-TZVPD, the OMol25 dataset).

Geometry as XYZ:
```
114
Properties=species:S:1:pos:R:3:mulliken_charge:R:1
Ti 16.586 12.834 14.378 -0.3464
C 16.462 17.020 10.194 -0.6334
C 16.330 15.658 9.870 -0.7026
C 16.131 14.700 10.879 -0.1177
C 16.001 15.125 12.235 -0.9128
C 16.322 16.466 12.554 0.3317
C 16.550 17.363 11.543 -0.9980
N 15.521 14.359 13.309 1.0340
C 14.274 14.572 13.804 0.2531
C 13.320 15.414 13.168 -0.3434
C 12.171 15.750 13.862 -0.8253
C 11.858 15.173 15.110 -0.5497
C 12.736 14.342 15.752 -0.7680
C 13.916 13.937 15.072 -0.1943
N 14.925 13.099 15.532 1.9580
N 14.914 12.905 16.890 -0.8811
C 16.165 12.859 17.324 0.2496
C 16.399 12.603 18.701 -1.1597
C 17.599 13.001 19.219 -0.3748
C 18.649 13.316 18.300 -0.9117
C 18.368 13.354 16.963 -0.0884
N 17.170 13.154 16.425 0.6183
H 16.443 17.736 9.397 0.4280
H 16.331 15.348 8.816 0.3406
H 15.999 13.636 10.633 0.4222
H 16.232 16.727 13.619 0.4105
H 16.752 18.390 11.793 0.4155
H 13.506 15.813 12.171 0.5319
H 11.488 16.471 13.410 0.3592
H 10.858 15.368 15.529 0.3150
H 12.537 13.882 16.712 0.5462
H 15.543 12.303 19.296 0.5292
H 17.758 13.077 20.279 0.4378
H 19.662 13.607 18.649 0.3602
H 19.155 13.590 16.251 0.3435
O 16.820 8.665 14.533 -0.6374
S 17.280 9.674 15.428 0.4670
O 16.345 10.164 16.395 -0.5221
N 17.789 11.021 14.653 0.7284
C 18.551 10.973 13.473 0.0400
C 19.163 9.813 12.926 -0.3766
C 20.172 9.873 11.950 -0.6976
C 20.592 11.112 11.465 -0.8377
C 20.049 12.311 11.977 0.8998
C 20.597 13.609 11.751 -0.7506
C 20.062 14.769 12.331 -1.1408
C 18.912 14.609 13.131 -0.4109
N 18.409 13.380 13.430 0.6274
C 18.978 12.221 12.949 -0.4618
C 18.726 9.011 16.239 0.3577
C 20.014 9.443 15.934 0.1824
C 21.113 8.739 16.409 -0.8357
C 20.904 7.645 17.237 -0.3860
C 19.622 7.226 17.600 -0.7345
C 18.508 7.898 17.071 -0.7832
H 18.787 8.809 13.248 0.4632
H 20.626 8.942 11.638 0.4482
H 21.322 11.166 10.663 0.3725
H 21.534 13.707 11.146 0.3340
H 20.453 15.781 12.186 0.4300
H 18.304 15.428 13.515 0.7272
H 20.179 10.247 15.237 0.4307
H 22.106 9.035 16.084 0.4187
H 21.802 7.154 17.582 0.3624
H 19.461 6.374 18.274 0.3680
H 17.483 7.616 17.236 0.5121
N 15.634 11.657 11.692 -0.4777
N 15.328 11.410 13.072 0.0282
H 15.934 10.749 11.246 0.2480
H 14.744 11.840 11.217 0.0144
H 15.461 10.442 13.342 0.3379
H 14.317 11.584 13.242 0.0192
C 13.282 11.824 7.419 -1.3698
C 12.309 10.872 8.020 0.7576
C 11.764 9.888 7.020 -1.7016
O 11.160 11.610 8.539 -0.2304
P 11.226 12.368 10.045 0.4293
S 12.168 14.119 9.874 -0.5103
S 11.912 11.116 11.407 -0.5544
O 9.677 12.701 10.250 -0.3615
C 8.461 11.895 10.076 0.6684
C 7.784 12.374 8.790 -1.3173
C 8.753 10.457 10.225 -1.1399
H 13.975 11.282 6.780 0.4470
H 13.864 12.421 8.104 0.1573
H 12.751 12.482 6.818 0.3699
H 12.788 10.257 8.807 0.2055
H 11.269 10.476 6.242 0.3267
H 11.140 9.120 7.449 0.3700
H 12.620 9.389 6.557 0.4580
H 7.858 12.218 10.919 0.2522
H 8.500 12.729 8.071 0.3060
H 7.145 13.195 9.047 0.3669
H 7.130 11.592 8.365 0.3195
H 9.369 9.988 9.431 0.0986
H 7.799 9.885 10.257 0.4366
H 9.246 10.150 11.186 0.2650
C 12.511 7.847 16.928 -1.0931
Te 13.250 9.791 16.532 0.3420
C 11.184 10.186 15.829 -1.0186
C 10.418 8.896 16.027 0.2901
C 9.085 8.791 15.672 -0.5029
C 8.490 7.561 15.614 -0.5977
C 9.117 6.404 16.061 -0.4686
C 10.428 6.489 16.560 -0.6608
C 11.088 7.722 16.476 0.6931
H 12.613 7.481 17.976 0.3818
H 13.172 7.260 16.226 0.3506
H 11.280 10.523 14.797 0.3704
H 10.859 11.082 16.370 0.4535
H 8.598 9.756 15.449 0.3806
H 7.446 7.537 15.381 0.3732
H 8.551 5.489 16.098 0.3813
H 10.969 5.644 16.967 0.4340
```

Calculated values
E, eV: -140831.325
Charge: -1
Strongest force on any atom, eV Å⁻¹: 2.931
Orbital gap (spin up / spin down), Ha: 0.206 / 0.200
Spin multiplicity: 3
Molecular weight, g mol⁻¹: 1081.60

No. 2
# C46H51AsN5O2STi

A molecular structure, C46H51AsN5O2STi in a non-equilibrium geometry (wB97M-V/def2-TZVPD, the OMol25 dataset).

Geometry as XYZ:
```
107
Properties=species:S:1:pos:R:3:mulliken_charge:R:1
Ti 0.804 -0.378 -1.037 -0.9897
C -0.295 0.168 5.959 -1.6706
C -0.071 0.412 4.489 0.4634
C -0.880 1.264 3.773 -0.9377
C -0.729 1.489 2.375 1.1550
C -1.576 2.436 1.763 -1.4226
N -1.474 3.085 0.583 0.3267
C -0.327 3.201 -0.313 1.5591
C 0.026 4.651 -0.682 -1.1411
C 1.367 5.111 -0.106 -0.8715
N 2.483 4.663 -0.942 -0.3315
C 2.586 3.236 -1.061 -1.3816
C 2.411 2.600 -2.254 1.5751
C 2.251 3.277 -3.527 -1.4398
C 2.144 2.627 -4.724 1.0343
C 1.985 3.400 -6.008 -1.6664
C 2.157 1.213 -4.777 -1.2862
C 2.218 0.508 -3.587 1.2824
C 1.993 -0.921 -3.646 -0.0255
N 1.473 -1.585 -2.681 0.4038
C 1.272 -3.024 -2.778 -0.9065
C 1.978 -3.708 -1.615 -0.7468
C 1.372 -3.409 -0.247 -0.3647
N 1.419 -2.002 0.195 0.3836
C 2.338 -1.707 1.067 -0.6554
C 1.168 -0.046 2.457 -1.2255
C 0.985 -0.226 3.828 -0.2183
C 0.260 0.700 1.720 -0.0569
O 0.250 0.582 0.390 2.4423
C 2.332 1.160 -2.349 -0.4667
O 2.425 0.415 -1.188 0.2548
H -0.967 0.914 6.383 0.3778
H 0.645 0.206 6.513 0.4054
H -0.734 -0.816 6.137 0.2872
H -1.674 1.799 4.285 0.3873
H -2.444 2.735 2.341 0.2299
H -2.307 3.569 0.291 0.4063
H -0.511 2.615 -1.213 -0.7608
H 0.526 2.751 0.175 -0.7798
H -0.772 5.323 -0.353 0.5561
H 0.095 4.740 -1.769 0.3380
H 1.443 4.737 0.931 0.2014
H 1.404 6.201 -0.059 0.5106
H 3.341 5.081 -0.604 0.2872
H 2.680 2.644 -0.152 0.5214
H 2.240 4.360 -3.502 0.4108
H 2.108 4.470 -5.839 0.3593
H 0.996 3.237 -6.442 0.3085
H 2.721 3.084 -6.751 0.3544
H 2.035 0.687 -5.716 0.4202
H 2.221 -1.434 -4.583 0.3557
H 1.647 -3.400 -3.731 0.4868
H 0.196 -3.224 -2.732 0.0992
H 3.035 -3.428 -1.624 0.2684
H 1.926 -4.789 -1.759 0.5399
H 1.857 -4.037 0.502 0.5707
H 0.319 -3.698 -0.255 -0.2888
H 3.191 -2.381 1.171 0.6049
H 1.661 -0.861 4.381 0.2428
S -1.014 0.015 -2.592 -0.7103
C -2.419 0.605 -1.683 0.8969
C -3.071 1.756 -2.126 -0.6299
C -4.199 2.225 -1.467 -0.8309
C -4.685 1.555 -0.351 -0.8406
C -4.051 0.400 0.086 -0.5896
C -2.934 -0.089 -0.581 -0.0896
As -1.975 -1.701 -0.062 0.9598
C -2.910 -2.146 1.587 -0.5782
C -4.163 -2.753 1.614 -0.6238
C -4.788 -3.008 2.827 -0.7263
C -4.169 -2.651 4.020 -0.6201
C -2.921 -2.046 3.998 -0.4716
C -2.289 -1.802 2.783 -0.0148
C -2.796 -3.009 -1.261 0.4875
C -3.536 -2.655 -2.385 -0.3065
C -4.019 -3.638 -3.244 -0.8058
C -3.769 -4.978 -2.986 -0.4617
C -3.032 -5.339 -1.865 -0.8902
C -2.545 -4.357 -1.012 -0.2126
H -2.678 2.281 -2.989 0.4420
H -4.697 3.118 -1.826 0.3550
H -5.562 1.921 0.169 0.3785
H -4.436 -0.127 0.951 0.4067
H -4.654 -3.025 0.688 0.4348
H -5.763 -3.479 2.841 0.4035
H -4.661 -2.845 4.965 0.4023
H -2.435 -1.763 4.923 0.2071
H -1.311 -1.333 2.773 0.4805
H -3.735 -1.613 -2.597 0.3780
H -4.593 -3.351 -4.116 0.3923
H -4.148 -5.741 -3.655 0.3625
H -2.838 -6.383 -1.653 0.4001
H -1.981 -4.649 -0.132 0.3292
C 3.597 1.308 2.772 -1.4956
C 3.728 -0.132 2.288 1.3525
C 4.329 -1.020 3.378 -1.6081
C 4.644 -0.127 1.060 -1.5187
N 2.360 -0.635 1.864 1.0604
H 3.018 1.391 3.690 0.2578
H 4.600 1.694 2.958 0.5451
H 3.127 1.930 2.007 0.1354
H 4.372 -2.066 3.065 0.2658
H 5.351 -0.695 3.579 0.5035
H 3.769 -0.958 4.308 0.3078
H 4.872 -1.135 0.707 0.3530
H 4.191 0.434 0.243 0.2214
H 5.591 0.342 1.330 0.5294
```

Calculated values
E, eV: -154865.109
Charge: 0
Strongest force on any atom, eV Å⁻¹: 1.179
Orbital gap (spin up / spin down), Ha: 0.185 / 0.187
Spin multiplicity: 2
Molecular weight, g mol⁻¹: 860.80

Calculated values (eV) of energy above the lowest of the compared OMol25 structures with the same formula, charge and spin for the records, taken in order: 0.0000; 2.1130.